Computed, not measured: a 2-piece molecular cluster, C6H9N2 overall, with ωB97M-V/def2-TZVPD.

```
17
C6H9N2 (ωB97M-V/def2-TZVPD)
C -1.19748 2.02762 1.09491
C -1.59470 1.29476 0.25799
C 3.30263 -1.80529 1.50566
C -2.78605 0.78578 -1.84670
C -2.40030 0.47269 -0.65411
C 1.24997 -0.73462 0.39710
N 2.24009 -1.46082 0.92989
N 1.12632 -0.11824 -0.73572
H -0.56984 2.77166 1.59724
H 3.47477 -2.91914 1.49233
H 3.87291 -1.08513 2.12736
H -2.40822 1.65545 -2.22649
H -3.64160 0.23994 -2.33076
H -2.92418 -0.38591 -0.15950
H 0.36339 -0.58421 1.02281
H 1.69358 -0.42454 -1.60114
H 0.19871 0.27002 -0.87086
```

E_LUMO = -4.20 eV
charge = +1
total energy = -343.1316 a.u.
energy relative to the best compared isomer or geometry (same formula, charge and spin) = 5.167 eV
multiplicity = 1

Atom charges from the Mulliken analysis, given in e for atoms 1 to 2:
1 C 0.088
2 C -0.520